Formula: C43H46BF3N5O25S
Source: OMol25
Level of theory: the ωB97M-V functional and the def2-TZVPD basis

Cartesian coordinates (Å):
C  6.6839  -0.0710  0.1013
C  5.1095  -0.3832  0.5429
N  5.0107  -1.8846  0.6992
N  3.8711  -2.4054  0.0676
C  2.7214  -2.4416  0.8171
N  1.3871  -2.9956  0.3702
C  0.4968  -3.0496  1.6266
C  -1.1405  -3.1996  1.3921
C  -1.5308  -4.3740  0.2870
C  -3.0673  -4.3839  -0.3379
N  -0.6721  -5.3576  -0.1386
C  1.0261  -1.6818  2.4300
O  0.8865  -0.4116  1.7014
C  -0.1541  0.4551  2.2798
C  -0.5121  1.5808  1.0995
C  -1.4289  0.8609  -0.0990
O  0.7402  2.0498  0.4666
B  0.8471  -1.7138  4.0656
C  -0.6829  -1.9902  4.6518
O  1.9072  -1.4863  5.0706
N  2.5352  -1.9530  2.2629
S  4.0788  -2.9906  -1.5638
O  5.1686  -2.0632  -2.2305
O  4.7063  -4.4211  -1.5718
C  2.5624  -2.8703  -2.6555
F  3.0101  -2.9822  -4.0871
F  1.7597  -4.1240  -2.4053
F  1.6860  -1.7056  -2.3937
H  6.9638  -0.6772  -0.8792
H  6.8314  1.0912  -0.0288
H  7.4089  -0.4559  0.9562
H  4.9927  0.0767  1.6297
H  4.3192  0.0969  -0.1740
H  5.8626  -2.3502  0.2691
H  1.5784  -4.0150  0.1989
H  0.9250  -4.0013  2.1903
H  -1.6138  -2.1893  1.0365
H  -1.6285  -3.5075  2.4375
H  -3.2424  -3.4788  -1.0592
H  -3.7924  -4.3775  0.6083
H  -3.2380  -5.4188  -0.8722
H  -1.1132  -5.9828  -0.8490
H  -1.1687  -0.1026  2.5164
H  0.2278  1.1056  3.2031
H  -1.0478  2.5280  1.5378
H  -2.3515  1.5370  -0.3743
H  -0.7736  0.6470  -1.0458
H  -1.8520  -0.1189  0.3845
H  0.7016  3.0610  0.4070
H  -0.9694  -1.2504  5.5432
H  -1.5240  -1.8110  3.8294
H  -0.7748  -3.1103  5.0496
H  1.5228  -0.9250  5.8312
H  2.9130  -2.6385  2.9552
C  -7.2357  -3.5613  -1.5045
C  -8.2320  -3.9098  -2.3211
C  -9.2693  -4.8920  -1.9006
O  -10.1834  -5.1783  -2.6657
C  -9.1485  -5.4916  -0.5625
C  -8.1502  -5.1456  0.2526
C  -7.1291  -4.1431  -0.1576
O  -6.2337  -3.8317  0.6205
O  -8.0292  -5.7072  1.5104
O  -8.3373  -3.3692  -3.5894
H  -6.4762  -2.8470  -1.7964
H  -9.8990  -6.2173  -0.2763
H  -7.2302  -5.2942  1.9047
H  -9.1396  -3.7778  -3.9813
C  8.0198  -7.7127  -2.3003
C  7.0617  -7.1374  -1.5710
C  6.5996  -7.7377  -0.2890
O  5.7308  -7.1760  0.3688
C  7.2129  -9.0045  0.1394
C  8.1685  -9.5815  -0.5918
C  8.6496  -8.9668  -1.8594
O  9.5423  -9.5112  -2.5004
O  8.7472  -10.7736  -0.1965
O  6.4632  -5.9599  -1.9804
H  8.3668  -7.2860  -3.2330
H  6.8552  -9.4392  1.0640
H  9.4101  -10.9842  -0.8898
H  5.8047  -5.7462  -1.2840
C  0.0746  8.0050  -1.8412
C  0.4267  7.1646  -0.8662
C  -0.4023  5.9726  -0.5354
O  -0.0433  5.2080  0.3531
C  -1.6419  5.7618  -1.2993
C  -1.9956  6.6042  -2.2719
C  -1.1524  7.7803  -2.6208
O  -1.4943  8.5266  -3.5321
O  -3.1607  6.4135  -2.9920
O  1.5773  7.3706  -0.1273
H  0.6691  8.8740  -2.0936
H  -2.2443  4.9016  -1.0367
H  -3.1925  7.1532  -3.6373
H  1.6121  6.6277  0.5138
C  -6.3718  2.8822  -1.6867
C  -5.8407  1.7037  -2.0179
C  -6.5242  0.4246  -1.6794
O  -6.0210  -0.6423  -2.0135
C  -7.7946  0.4965  -0.9409
C  -8.3238  1.6751  -0.6069
C  -7.6541  2.9542  -0.9696
O  -8.1743  4.0223  -0.6648
O  -9.5161  1.7499  0.0895
O  -4.6344  1.6280  -2.6897
H  -5.8869  3.8196  -1.9285
H  -8.2718  -0.4409  -0.6856
H  -9.6884  2.7093  0.2095
H  -4.4652  0.6689  -2.8148
C  3.4674  9.7649  0.7434
C  4.3225  10.6938  0.3112
C  4.6428  11.8930  1.1339
O  5.4469  12.7200  0.7185
C  3.9651  12.0397  2.4315
C  3.1074  11.1124  2.8619
C  2.8084  9.9000  2.0515
O  2.0295  9.0560  2.4820
O  2.4649  11.2453  4.0792
O  4.9438  10.5750  -0.9184
H  3.2272  8.8872  0.1566
H  4.1934  12.9248  3.0113
H  1.8992  10.4470  4.1640
H  5.5140  11.3702  -1.0005

Kohn-Sham gap   6.60 eV
Maximum force   10.44 eV/A
Charge   +1
HOMO energy   -11.1 eV